1.
Density functional theory data (ωB97M-V/def2-TZVPD) for 3 unconnected molecules or ions with the total composition C25H32F21N4O2.

```
! wB97M-V def2-TZVPD RIJCOSX def2/J DEFGRID3
* xyz 1 1
H 4.49 0.28 0.09
H 0.67 -1.31 -1.31
F -3.36 -2.31 -4.78
C 1.93 3.81 1.94
C -2.49 -5.64 -3.24
F -0.32 -0.70 6.07
F 1.93 0.59 1.72
H 6.79 1.59 0.19
F 1.41 -0.97 3.25
H -3.25 -6.26 -2.76
H -0.02 1.94 -3.89
C 0.85 -0.55 -0.48
H 4.79 0.54 -2.32
F -3.61 -1.35 7.20
O -1.39 -5.68 -2.33
F 0.67 -6.41 -2.54
H 1.08 5.74 -0.51
F -1.94 0.75 6.22
H -1.93 3.08 -2.00
C -4.49 -0.59 4.32
H 5.76 2.02 -1.95
N 0.63 3.83 -1.37
F -1.39 -3.19 -4.68
F -4.64 0.78 6.27
C -0.21 0.62 -0.61
H 0.59 -4.24 -1.10
H -1.97 -2.47 7.04
C 0.78 -1.34 0.88
C -2.26 -1.42 7.15
C 1.78 4.06 0.78
N -0.51 5.76 -2.48
C 1.20 2.86 -2.35
F -0.17 -5.28 -4.17
H 3.75 2.40 -3.58
F -6.50 0.03 5.42
N -1.16 3.32 -2.65
F -1.80 -0.98 8.35
C 5.82 2.04 0.54
H 2.14 1.11 -2.48
H -0.34 -0.08 -2.75
H -2.92 -4.05 -5.62
F 1.65 -3.78 -2.72
C -0.37 4.47 -2.18
C -1.68 -0.57 6.02
H -1.25 -0.72 3.95
F -5.10 -0.79 3.13
C 3.63 2.48 -2.46
C 1.57 4.72 -0.63
O -3.18 -0.19 4.01
H 2.55 4.90 -1.15
H -2.27 -6.14 -4.18
C 1.82 -0.77 1.95
F 3.09 -1.30 1.79
H -1.14 0.43 -0.01
C -0.12 -5.36 -2.83
C 0.45 -4.10 -2.18
H 1.51 3.43 -3.27
F -3.01 -3.51 -2.34
H 0.26 6.20 -3.00
H -1.78 0.83 -2.15
H 1.92 -0.22 -0.62
H 0.28 1.54 -0.15
H -5.36 1.39 4.52
F 1.21 -2.66 0.59
C -3.16 -4.26 -3.46
H 3.87 3.53 -2.16
H 1.85 3.68 3.05
N 2.31 1.99 -1.96
F -0.36 -3.03 -2.36
C -2.11 -0.95 4.59
H 5.64 1.85 1.65
C 4.57 1.37 -0.22
H 3.66 1.89 0.21
H 5.73 3.15 0.36
F -4.50 -4.49 -3.59
H -2.26 -2.02 4.47
C -5.26 0.47 5.11
C -2.70 -3.49 -4.70
C 4.74 1.54 -1.78
F -0.49 -1.43 1.44
C -0.19 2.19 -2.80
H -1.29 6.36 -2.21
C -0.64 0.83 -2.13
F -4.47 -1.79 4.93
*
```

Output
**E**: -3438.09045 Eh
**Max |F|**: 0.10720 Eh/bohr

---

2.
Density functional theory data (ωB97M-V/def2-TZVPD) for a single C25H32F3N3O molecule.

```
! wB97M-V def2-TZVPD RIJCOSX def2/J DEFGRID3
* xyz 0 1
H 2.41 2.60 -0.94
N -3.28 0.39 0.53
C -6.70 0.03 0.89
H -2.06 2.06 0.42
H -3.25 -0.87 2.22
H 6.41 -3.37 4.19
C 5.85 -2.92 3.38
H 4.47 -4.57 3.19
H -2.35 -1.89 -0.52
H 7.05 -1.13 3.31
C -6.90 0.25 -1.87
H 0.41 2.03 0.19
N 1.61 0.34 0.02
H 4.44 1.25 -3.64
H 2.66 4.29 -2.42
H -8.76 -0.78 -1.66
F 5.85 0.09 1.39
C 6.21 -1.68 2.90
C 4.07 -3.01 1.80
H -0.06 -1.73 0.40
H 3.11 3.96 -4.09
C -2.04 1.05 0.85
C -0.86 -1.14 0.84
C 5.48 -1.12 1.86
C -5.80 0.75 -1.19
H -2.26 -2.79 1.01
C 2.78 1.80 -1.59
H 2.89 0.41 -3.87
C -4.45 1.19 0.87
C 3.38 1.39 -3.88
H -8.59 -0.96 0.79
H -0.68 -1.10 1.92
H 0.93 0.76 -1.88
H 4.30 3.69 -2.79
H 3.82 1.57 -1.28
C -2.21 -1.79 0.56
H 2.32 -0.32 -1.82
C 1.88 0.57 -1.38
C -7.81 -0.48 0.23
O 2.18 -0.46 2.05
H -1.91 1.16 1.95
C 3.23 3.62 -3.07
C -5.67 0.65 0.19
F 3.04 -3.68 1.25
H 0.59 1.05 1.66
H 3.18 -1.87 -0.47
C 4.78 -3.60 2.83
C -7.90 -0.38 -1.15
H -4.61 1.23 1.97
H -6.95 0.35 -2.94
C 4.40 -1.76 1.28
C -0.86 0.27 0.27
C 3.58 -1.11 0.21
H -4.30 -1.38 0.88
H 4.19 -0.41 -0.36
H -6.63 -0.06 1.96
H -4.26 2.21 0.52
F -4.84 1.37 -1.90
N 2.71 2.28 -2.95
H 3.30 1.80 -4.89
C -3.34 -0.93 1.12
C 0.45 1.01 0.58
C 2.40 -0.38 0.86
H -1.00 0.22 -0.81
*
```

Output
**E**: -1510.95380 Eh
**Max |F|**: 0.00868 Eh/bohr
**SMILES string**: CN(C)CCN(C[C@H]1CCCN(Cc2ccccc2F)C1)C(=O)Cc1c(F)cccc1F

---

3.
Density functional theory data (ωB97M-V/def2-TZVPD) for a single C25H32FN5O4 molecule.

```
! wB97M-V def2-TZVPD RIJCOSX def2/J DEFGRID3
* xyz 0 1
H 2.89 8.46 -2.91
H 1.23 -4.67 2.17
C -2.84 -5.55 4.33
H 0.53 3.67 1.18
O -1.21 -0.83 2.54
H -4.39 -4.38 2.78
O 2.04 -2.86 1.63
C 1.69 -4.18 1.30
C 1.30 -2.06 0.80
C 2.40 4.84 -4.14
H -2.02 -2.90 2.23
H -2.62 -4.53 0.28
H 3.31 2.20 -0.54
H -1.94 -5.65 4.93
O 0.79 -4.18 0.22
H -0.72 -6.25 3.06
H -0.97 -0.46 -1.81
H -3.46 -4.77 4.79
H -3.40 -6.50 4.36
H 1.77 -0.07 1.45
H 2.39 0.84 -1.21
C 2.90 7.13 -4.58
H -4.19 -3.72 0.42
C 1.22 -0.69 0.76
H -1.20 -5.72 1.44
H 0.90 5.40 -0.56
H 2.60 -4.74 1.01
H -0.37 1.68 -1.08
H 2.32 6.69 -1.31
C -3.29 -4.00 0.97
H -0.39 1.45 1.97
C -2.84 -1.59 0.93
C 2.41 6.44 -2.35
C 0.94 4.34 -0.84
H -2.57 0.63 0.14
F 3.23 8.11 -5.46
H 2.25 3.84 -4.51
H 1.15 2.37 -2.71
H -1.33 2.60 0.97
C -1.91 -0.56 1.58
C 2.07 2.73 -2.21
N -1.96 0.63 0.95
N -2.66 -2.80 1.45
C -1.57 -6.11 2.39
C 0.56 -2.86 -0.07
H 2.25 3.81 0.78
C 2.74 5.84 -5.04
H -4.10 -5.83 1.80
C -0.25 -2.31 -1.04
H 2.91 2.60 -2.89
C 0.12 1.37 -0.14
C 2.74 7.44 -3.24
C 2.34 1.90 -0.95
N 1.36 2.08 0.11
H 2.87 5.61 -6.08
N -2.48 -5.15 2.99
H -0.05 4.05 -1.23
C -3.65 -4.90 2.16
C -0.33 -0.92 -1.08
C 2.23 5.12 -2.78
N 1.96 4.13 -1.85
C -0.90 1.60 1.02
C 0.38 -0.12 -0.19
O -3.57 -1.29 0.01
H -2.05 -7.08 2.22
H -0.82 -2.92 -1.72
C 1.27 3.50 0.40
*
```

Output
**E**: -1646.45966 Eh
**Energy above the lowest of the compared OMol25 structures with the same formula, charge and spin**: 0.054 eV
**Max |F|**: 0.02421 Eh/bohr
**SMILES string**: CN(C)CCNC(=O)C(=O)NC[C@H](c1ccc2c(c1)OCO2)N1CCN(c2ccc(F)cc2)CC1

---

4.
Density functional theory data (ωB97M-V/def2-TZVPD) for a single C25H32FNO8S molecule.

```
! wB97M-V def2-TZVPD RIJCOSX def2/J DEFGRID3
* xyz 0 1
C -2.45 -2.17 2.44
H 1.40 1.87 5.73
H 0.86 -0.60 -2.43
C -4.96 1.08 1.89
C 3.49 -1.82 -2.93
O -1.16 0.57 3.84
H 2.71 0.81 5.11
H 1.20 0.11 5.66
H 2.26 0.24 -6.13
C 0.90 -1.14 0.90
H -0.01 4.05 -4.69
H 1.52 3.08 3.28
H 2.57 -2.76 -1.26
C 0.22 -1.26 3.39
H 1.19 -1.62 3.70
H -4.13 1.05 1.18
H -5.16 2.93 1.42
C -4.55 0.31 3.13
F 3.46 -1.40 0.36
H 1.53 4.13 -3.88
C 2.24 -2.19 -2.13
C -0.05 -1.43 1.92
C 3.34 0.37 -4.26
C 0.64 2.47 3.49
C 2.68 1.02 -5.49
H -3.50 0.50 3.33
C -3.04 -2.33 -0.25
O 1.60 1.88 -5.09
H -5.04 -1.53 0.27
C 1.54 3.07 -5.72
H -5.77 -1.46 2.74
C -4.75 -1.22 3.00
H 2.88 0.82 -3.39
H 3.68 -1.60 -5.09
C -4.09 -1.83 0.66
H 1.57 -2.83 -2.70
C -1.33 -1.85 1.50
H 2.07 -1.33 -4.47
C 0.57 -1.24 -0.47
S 2.54 -0.57 1.30
O 2.94 -0.91 2.62
H 0.03 2.45 2.59
O 1.83 3.22 -6.87
H 3.42 1.55 -6.08
C 3.13 -1.13 -4.27
H 1.24 5.13 -5.34
C 1.63 0.97 5.17
O -3.26 -2.98 -1.23
H 4.01 -1.08 -2.33
C -1.65 -1.94 0.15
O -5.22 2.43 2.23
H 4.40 0.61 -4.28
O 2.66 0.78 0.88
H 4.13 -2.67 -3.08
N 1.08 1.10 3.79
C 1.51 -0.94 -1.62
H -4.47 -1.63 3.96
C -3.80 -1.74 1.96
H 2.17 -0.12 -1.38
O -2.33 -2.78 3.47
H -0.51 -1.76 3.99
C 1.06 4.18 -4.86
H 0.04 2.88 4.29
H -5.10 0.69 3.99
H -5.82 0.62 1.40
C -0.01 0.23 3.70
H -1.01 -1.72 -1.87
C -0.72 -1.64 -0.83
*
```

Output
**E**: -2126.53003 Eh
**Max |F|**: 0.03840 Eh/bohr
**SMILES string**: CC(=O)OCCCCCCc1cc2c(c(CC(=O)N(C)C)c1S(=O)(=O)F)C(=O)C(CCCO)=CC2=O

---

5.
Density functional theory data (ωB97M-V/def2-TZVPD) for a molecular structure, C25H32GeN2PtSi.

```
! wB97M-V def2-TZVPD RIJCOSX def2/J DEFGRID3
* xyz 0 1
H -3.64 3.46 0.16
H 2.83 0.32 2.45
H -0.43 3.56 -2.10
H -4.21 -0.78 0.44
C -1.52 -4.70 -0.26
C -0.98 0.27 -0.18
H 1.38 0.14 -3.65
C 2.60 -2.60 2.14
C 0.76 1.02 -3.61
H -2.61 3.04 -4.62
C 3.96 -1.69 0.39
H 1.57 -1.76 -1.54
Pt 0.71 0.70 0.42
H -4.07 -0.16 -1.21
C -4.14 0.13 -0.16
Ge -2.60 1.18 0.41
Si 1.18 -1.49 -0.13
C -1.96 -3.47 1.75
H -3.04 -5.24 1.15
C -0.13 2.76 -2.77
H -1.73 -5.53 -0.93
C 4.99 -2.53 2.40
C -0.06 1.53 -4.58
H -0.30 1.21 -5.58
C -2.61 1.33 2.37
C -0.96 -2.58 1.42
H -1.89 3.61 -0.02
N 0.71 1.80 -2.48
N -0.63 2.66 -4.02
C -1.63 3.52 -4.62
C 1.74 2.86 0.58
H 1.63 -2.87 2.54
H 0.63 1.52 3.42
H -5.06 0.71 -0.02
H -0.05 3.50 1.74
H 1.74 3.52 -0.27
H 4.07 -1.24 -0.59
H -2.29 0.40 2.84
H 6.08 -1.70 0.74
C 0.81 2.86 1.65
H 3.64 -3.32 3.87
C -2.75 3.00 -0.29
C 2.31 1.14 1.99
H 0.06 -3.95 -1.50
C 2.69 1.83 0.80
H -0.75 -1.74 2.08
H -1.94 2.13 2.70
H -1.69 4.44 -4.05
H -2.52 -3.35 2.67
H -1.35 3.76 -5.65
H -3.62 1.57 2.70
C 1.13 1.78 2.50
H -2.87 3.03 -1.37
C 5.10 -1.95 1.14
C -0.21 -2.72 0.24
H 5.88 -2.73 2.99
C 2.69 -2.00 0.88
H -1.20 -0.61 -0.78
H 3.56 1.62 0.19
C -2.25 -4.54 0.90
C -0.50 -3.80 -0.58
C 3.74 -2.86 2.89
*
```

Output
**E**: -3567.00279 Eh
**Energy above the lowest of the compared OMol25 structures with the same formula, charge and spin**: 2.219 eV
**Max |F|**: 0.01865 Eh/bohr

---

6.
Density functional theory data (ωB97M-V/def2-TZVPD) for a molecular structure, C25H32MnN5OP2.

```
! wB97M-V def2-TZVPD RIJCOSX def2/J DEFGRID3
* xyz 1 2
C 0.54 -4.82 -0.16
C -0.33 3.04 0.10
H 0.75 -0.53 -3.66
C -0.23 -4.02 -0.99
H 6.40 -1.94 1.07
H -4.71 0.51 4.07
C 1.66 -0.83 -3.14
H -0.79 -4.40 -1.83
H -1.74 -1.58 4.59
C 1.23 -4.23 0.88
O -1.42 -2.13 -2.74
C -1.65 1.79 -1.33
C -0.28 -2.66 -0.73
Mn 0.05 -0.02 0.18
H -1.69 0.32 -2.89
C -1.84 0.10 2.68
N -2.74 -0.01 3.62
H 4.68 -0.73 2.33
C 4.55 -0.87 1.27
H 0.44 3.03 0.85
C -1.92 4.16 -1.27
H 1.58 -1.91 -2.97
C 3.28 -0.57 -0.76
H -2.41 5.07 -1.61
H 1.55 0.70 3.78
C 4.26 -1.26 -1.46
C 5.53 -1.56 0.56
C -2.29 2.94 -1.78
H 1.39 -0.97 3.28
H -0.61 5.16 0.13
H 6.14 -2.30 -1.36
N 0.40 -2.07 0.27
C 5.38 -1.75 -0.81
H 0.59 -5.89 -0.32
C 2.85 2.14 1.75
H 2.28 2.43 -1.29
C 2.02 -0.09 3.19
H 3.08 2.64 0.81
H -4.02 1.35 2.68
H 3.14 1.73 -2.68
P 2.07 0.51 1.46
N -1.04 0.20 1.85
H 4.17 -1.42 -2.53
C 2.20 1.74 -2.13
H -3.07 2.85 -2.52
H -3.35 -1.19 5.22
H -3.54 1.82 4.33
N -1.40 -0.59 -1.01
H 1.41 2.10 -2.79
C -2.42 -0.77 4.84
H -1.98 -0.12 5.60
H 3.00 -0.29 3.62
H 2.53 -0.61 -3.76
C -1.12 -1.75 -1.61
N -0.68 1.85 -0.41
H 3.78 2.00 2.30
H 1.85 -4.81 1.55
C 1.15 -2.86 1.05
C -3.81 0.99 3.68
P 1.75 0.07 -1.56
H 2.19 2.78 2.34
C -0.92 4.22 -0.30
H -3.10 0.34 -1.87
C -2.01 0.42 -1.85
C 3.42 -0.39 0.62
H 1.71 -2.37 1.84
*
```

Output
**E**: -3154.45317 Eh
**Energy above the lowest of the compared OMol25 structures with the same formula, charge and spin**: 0.294 eV
**⟨S²⟩**: 0.766
**Max |F|**: 0.02086 Eh/bohr

---

7.
Density functional theory data (ωB97M-V/def2-TZVPD) for a single C25H32N2O3S molecule.

```
! wB97M-V def2-TZVPD RIJCOSX def2/J DEFGRID3
* xyz 0 1
C 4.03 6.70 -1.28
C 0.40 -6.31 0.88
C 0.45 4.11 -1.65
H -1.37 -1.62 3.66
H -2.72 -0.42 1.96
H 1.60 3.77 0.15
C -1.65 -5.68 -0.20
H 1.33 3.76 -2.20
S 0.61 -3.05 0.14
H -3.42 -6.64 0.51
H 2.79 7.81 1.66
H 0.07 -1.47 2.64
H 1.47 -6.20 0.99
C -1.19 -0.31 0.46
N -1.00 -2.77 0.48
H 2.89 5.73 -2.80
C 2.81 7.35 0.68
H 0.84 1.55 -0.67
H -0.05 -4.25 -1.79
C -1.58 -1.64 -0.21
H 0.22 -7.75 2.45
C -1.90 0.83 -0.26
O 1.15 -2.00 -0.68
C -2.35 -6.55 0.62
C 0.18 2.17 -0.05
H -1.29 4.22 -2.95
H -2.22 -7.97 2.21
N -1.20 1.97 -0.44
C 1.67 6.24 -1.12
H 4.96 6.65 -1.83
H 0.73 6.89 0.68
C -0.81 3.50 -2.29
C 0.47 -4.56 -0.89
C -1.38 -2.84 1.88
O -3.05 0.71 -0.64
H -2.45 -3.03 1.92
H -2.70 2.62 -1.69
C -0.30 -7.17 1.70
C 2.87 6.18 -1.82
C -0.27 -5.55 -0.08
C 1.66 6.83 0.13
H 0.32 1.88 1.00
H -0.07 4.25 0.44
H -2.10 3.87 -0.59
C 0.42 5.64 -1.72
C -1.80 3.03 -1.23
H -0.46 6.01 -1.19
O 1.32 -3.38 1.34
H -1.21 -1.66 -1.24
C -1.63 -0.35 1.93
H -0.85 -3.70 2.31
H 1.49 -4.86 -1.12
C -1.67 -7.30 1.57
C 0.57 3.64 -0.20
C 4.01 7.28 -0.02
H -2.17 -5.09 -0.94
H 0.34 5.95 -2.77
H -0.53 2.63 -2.90
H -1.34 0.57 2.43
H 4.91 7.69 0.41
H -2.67 -1.74 -0.22
C -1.02 -1.56 2.63
H -0.11 -0.23 0.40
*
```

Output
**E**: -1705.28952 Eh
**Energy above the lowest of the compared OMol25 structures with the same formula, charge and spin**: 1.011 eV
**Max |F|**: 0.02179 Eh/bohr
**SMILES string**: O=C([C@H]1CCCN(S(=O)(=O)Cc2ccccc2)C1)N1CCC(Cc2ccccc2)CC1